Below is a cluster of 8 separate species, C17H41FN9O15PS in total at a distorted geometry, with properties calculated with ωB97M-V/def2-TZVPD.

The geometry in XYZ format:
```
85
Properties=species:S:1:pos:R:3:forces:R:3
C 2.232 -4.034 0.015 0.12 0.37 -0.05
C 1.268 -4.653 -0.998 0.13 -0.46 0.29
C 1.120 -3.909 -2.344 -0.37 0.05 -0.25
C 1.521 -2.415 -2.429 -0.36 -0.01 -0.32
C 0.366 -1.355 -2.413 1.50 0.23 0.57
N 0.992 -0.031 -2.104 0.44 -0.11 0.89
C 0.942 0.202 -0.720 1.77 0.36 0.79
O 1.869 0.602 0.015 -2.70 -0.61 -2.10
C -0.513 -0.192 -0.373 1.23 -0.26 0.41
P -0.801 -0.363 1.438 0.92 -0.41 0.90
S 0.421 -1.497 2.464 -0.27 -0.08 -0.33
C -0.742 -1.424 -1.311 -2.16 1.08 -1.02
F -0.791 -2.617 -0.599 0.71 0.41 -0.09
C -2.162 -1.258 -1.986 -0.25 -0.49 0.04
C -3.170 -2.349 -1.580 -0.36 0.44 -0.27
N -3.644 -2.154 -0.197 0.08 -0.39 -0.17
H 3.267 -4.059 -0.354 -0.19 -0.02 0.11
H 1.994 -2.984 0.233 -0.04 -0.28 0.01
H 2.196 -4.553 0.978 0.03 -0.01 -0.21
H 1.641 -5.668 -1.222 -0.19 0.28 0.02
H 0.292 -4.813 -0.516 0.23 0.26 -0.19
H 0.066 -3.978 -2.666 0.30 -0.08 0.03
H 1.682 -4.459 -3.116 -0.04 0.25 0.28
H 1.974 -2.280 -3.426 -0.03 0.10 0.36
H 2.290 -2.114 -1.710 -0.20 -0.28 0.08
H 0.011 -1.300 -3.445 -0.63 -0.08 0.41
H 1.912 0.103 -2.511 -0.01 -0.06 0.07
H -1.090 0.681 -0.701 -0.15 -0.33 -0.06
H -2.156 -0.675 1.611 -0.03 0.20 -0.39
H -0.691 0.959 1.907 -0.33 0.07 -0.43
H -2.622 -0.295 -1.716 0.24 -0.29 -0.02
H -2.097 -1.261 -3.084 0.25 -0.05 0.30
H -4.044 -2.214 -2.240 0.29 -0.05 0.16
H -2.794 -3.361 -1.778 0.09 0.21 0.06
H -4.543 -2.612 -0.096 0.01 0.01 0.08
H -3.027 -2.650 0.439 0.04 0.13 0.01
C 4.112 1.594 2.391 -0.09 -0.19 0.03
N 5.418 2.214 2.045 -0.12 -0.08 0.08
O 6.411 1.798 2.598 0.18 -0.08 0.08
O 5.399 3.106 1.224 -0.02 0.19 -0.14
H 4.283 0.824 3.134 0.05 0.03 0.01
H 3.477 2.383 2.782 -0.04 0.00 -0.06
H 3.688 1.174 1.483 -0.06 0.09 -0.01
C 1.034 2.855 -5.069 -0.12 0.15 -0.03
N 0.590 1.473 -5.399 0.05 0.13 0.08
O -0.592 1.222 -5.324 -0.22 -0.06 0.02
O 1.448 0.679 -5.721 0.17 -0.17 0.02
H 0.162 3.435 -4.796 0.03 -0.02 0.01
H 1.735 2.784 -4.242 0.05 -0.04 -0.05
H 1.522 3.257 -5.953 0.09 -0.07 0.02
C -3.823 3.954 -3.752 -0.11 -0.19 0.15
N -2.480 4.492 -4.089 -0.15 -0.11 -0.03
O -1.524 3.995 -3.530 0.14 0.03 0.17
O -2.423 5.378 -4.910 0.02 0.11 -0.08
H -3.695 3.164 -3.022 0.00 0.00 -0.02
H -4.421 4.766 -3.353 0.01 0.06 -0.10
H -4.257 3.572 -4.671 -0.03 0.07 -0.02
C 4.849 -2.260 4.918 0.17 0.06 0.05
N 4.291 -2.641 3.593 0.01 0.09 0.04
O 5.043 -2.644 2.644 0.14 -0.02 -0.15
O 3.113 -2.915 3.556 -0.15 -0.13 0.05
H 5.903 -2.038 4.795 -0.01 0.00 -0.04
H 4.298 -1.389 5.263 -0.06 -0.05 0.03
H 4.694 -3.100 5.589 -0.07 0.03 0.02
C -1.787 -0.164 6.370 0.10 -0.03 0.15
N -1.616 0.329 4.979 0.04 -0.07 0.19
O -0.673 1.043 4.746 0.17 0.21 -0.12
O -2.444 -0.029 4.168 -0.22 -0.03 -0.20
H -0.980 0.234 6.973 0.01 0.02 -0.04
H -2.754 0.183 6.720 -0.03 -0.06 -0.04
H -1.758 -1.249 6.331 -0.06 0.00 -0.03
C 2.480 5.651 3.817 0.13 0.10 -0.08
N 2.605 4.735 4.984 0.07 0.09 -0.16
O 3.705 4.592 5.471 0.20 -0.04 0.10
O 1.595 4.188 5.361 -0.25 -0.10 0.09
H 3.460 6.056 3.595 0.01 -0.03 0.03
H 2.095 5.067 2.987 -0.08 0.01 0.03
H 1.780 6.433 4.094 -0.07 -0.05 -0.02
C -6.676 -1.021 -1.987 0.15 -0.05 0.20
N -6.805 0.261 -2.731 0.02 -0.21 -0.08
O -5.972 1.116 -2.531 0.24 0.26 0.09
O -7.726 0.351 -3.509 -0.19 0.03 -0.08
H -5.806 -0.958 -1.342 -0.02 0.08 0.00
H -7.587 -1.161 -1.412 -0.05 -0.02 -0.08
H -6.564 -1.808 -2.727 -0.11 -0.01 -0.02
```
Forces are in eV/Å.

Properties
Energy above the lowest of the compared OMol25 structures with the same formula, charge and spin in eV: 0.000
SMILES: CCCC[C@@H]1NC(=O)[C@H]([PH2]=S)[C@@]1(F)CCN.C[N+](=O)[O-].C[N+](=O)[O-].C[N+](=O)[O-].C[N+](=O)[O-].C[N+](=O)[O-].C[N+](=O)[O-].C[N+](=O)[O-]
HOMO-LUMO gap in hartree: 0.2993